Entry from the Open Molecules 2025 dataset: a structure of composition C14H40CuOP2Si2 at a distorted geometry (ωB97M-V with the def2-TZVPD basis set).

Values from the calculation:
- total charge = 0
- DFT total energy (eV) = -96184.47742
- spin multiplicity = 2
- expectation value of S² = 0.7570

```
60
Properties=species:S:1:pos:R:3:nbo_charge:R:1
C 3.59711 1.87258 -3.01058 -0.9711
H 3.23165 1.53582 -3.99587 0.2584
C -3.66218 1.53342 1.24923 -1.1255
C 2.34332 -0.77456 0.71973 0.2114
C -1.94479 2.96099 -0.59645 -1.1355
H 0.11616 -3.77450 0.83444 0.2488
C 0.39386 -1.48151 2.91183 -1.1414
H -1.45345 -3.71710 -2.06934 0.2193
H -1.67200 0.69525 3.94438 0.2301
H 0.81236 2.73558 -3.55724 0.2529
Si -1.22710 -0.98967 2.07906 1.7063
C 0.92642 2.95860 -2.48783 -0.9723
H -2.89442 3.50531 -0.47641 0.2382
O 3.33536 -0.97661 1.27916 -0.5674
P 0.43094 -2.43999 -1.21111 0.7705
P 2.23535 1.92365 -1.83527 1.2142
H 1.67165 -4.10433 0.02473 0.2371
Cu 0.81332 -0.53108 -0.16019 0.7053
H -3.96458 0.50559 1.48827 0.2275
H 2.47820 -3.17919 -2.28819 0.2379
Si -1.81856 1.74828 0.82769 1.7149
H 2.59268 -1.04440 -1.69100 0.0129
H -3.90404 2.19063 2.09724 0.2266
H 0.16822 -1.88691 3.90978 0.2251
H 4.01564 2.89200 -3.11318 0.2362
H 1.19979 4.00942 -2.33448 0.2413
H -1.97328 2.46347 -1.57355 0.2260
H -2.00705 -2.25895 -1.18694 0.2545
H -0.34590 3.46096 1.79697 0.2187
H -4.24427 1.86975 0.37733 0.2216
H -1.70588 3.09163 2.88602 0.2339
H 3.14375 -0.52927 -1.76558 -0.0713
C -0.94498 2.64623 2.22744 -1.1355
H 1.99732 2.44091 0.51107 0.2899
H 0.95493 -2.24806 2.36365 0.2251
H -1.13361 3.70121 -0.56083 0.2133
H 1.50722 -2.14189 -3.36029 0.2339
H -2.13767 -0.96529 4.35855 0.2277
H -3.20379 0.01768 3.34517 0.2312
H -1.80057 -3.22890 1.00478 0.2180
H -2.50226 -3.01819 2.62037 0.2304
H -0.28770 2.00116 2.82430 0.2359
C -1.25679 -2.65263 -1.88087 -0.9518
C -2.27155 -2.50238 1.67632 -1.1404
C 2.80116 2.51092 -0.23708 -0.9748
H 4.38666 1.19113 -2.65479 0.2633
H 1.03976 -0.60248 3.04865 0.2337
H 1.03775 -3.85687 -3.11154 0.2246
H -3.22831 -2.19322 1.23084 0.2338
H 0.15295 -4.78461 -0.65359 0.2155
C -2.15208 -0.21071 3.55337 -1.1345
C 1.45901 -2.96134 -2.63298 -0.9574
H 1.46536 0.73867 -1.72756 -0.1004
C 0.60051 -3.91991 -0.13981 -0.9589
C -1.01244 0.05839 0.49538 -1.7817
H -0.01278 2.72335 -1.97178 0.2890
H -1.58452 -0.37838 -0.35438 0.2297
H 3.11997 3.55960 -0.34208 0.2492
H 3.64676 1.90204 0.11560 0.2701
H -1.32861 -2.09132 -2.82058 0.2361
```

***

Entry from the Open Molecules 2025 dataset: a structure of composition C15H35BF3GaN2O8P at a distorted geometry (ωB97M-V with the def2-TZVPD basis set).

Values from the calculation:
- total charge = -1
- energy above the lowest of the compared OMol25 structures with the same formula, charge and spin (eV) = 0.000

```
66
Properties=species:S:1:pos:R:3:nbo_charge:R:1
O -0.64679 -1.21280 7.24716 -0.8880
C 3.18036 3.51207 -1.83149 -0.7196
H -5.34247 -0.17371 -7.03417 0.2303
H 0.77006 -2.17040 3.25217 -0.2866
C 4.18236 -0.88063 3.23315 0.9704
H -5.01467 1.51713 -7.45742 0.2280
H -5.18065 1.04452 -5.75337 0.2400
H -3.45575 -0.03234 -3.34809 0.2394
H 3.00958 1.81683 4.34909 0.4649
H -3.78592 -1.73194 -2.93778 0.2145
H -1.86586 4.17370 -0.44076 0.2156
H -2.76388 0.76918 -8.69396 0.2282
O 2.69549 -4.97246 4.15516 -1.0025
H 0.26039 -1.08895 7.50859 0.4777
H 2.32919 3.99144 -2.30932 0.2261
F 3.69911 -2.07841 2.84643 -0.3202
F 5.21538 -1.09473 4.09172 -0.3299
H -1.59119 -0.14709 -7.72531 0.2366
O -3.88488 1.94594 -1.12216 -0.5573
C 2.56177 -0.63132 5.11349 -0.8765
C 3.75629 1.83627 0.02553 -0.7194
H 1.24213 -5.39063 7.01797 0.3540
H 4.33525 1.21395 -0.65867 0.2280
H 4.42690 2.54968 0.50716 0.2298
H 3.30767 1.20683 0.78358 0.2546
H -1.94849 -2.89475 4.98022 0.3820
H -3.50917 2.62762 -3.50197 0.2269
P 2.02590 -4.20200 5.41902 1.7335
C -3.33170 0.46298 -6.64899 0.6042
H 3.83181 4.27680 -1.40600 0.2240
C 3.10899 -0.02048 3.83410 -0.0069
C -2.64905 0.01126 -7.91774 -0.7212
H 2.08318 0.17729 5.64997 0.1981
C -2.71033 3.02530 -2.88040 -0.7225
H 3.74227 2.94951 -2.57850 0.2246
H -3.62843 -0.51555 -1.65310 0.2515
C -1.77511 -1.08667 -2.54380 0.5945
H -2.17734 2.73183 0.54995 0.2368
C -4.81518 0.73084 -6.72784 -0.7221
H 3.09876 -3.27708 7.00517 0.4795
C -3.26174 -0.82507 -2.62652 -0.7317
O -1.16491 -0.94307 -1.51471 -0.5325
H -3.09351 -0.92084 -8.26946 0.2300
H -0.02291 -1.69123 -3.60249 0.2283
N -1.99311 -1.98447 5.41696 -1.1623
O 3.32651 -4.00498 6.42935 -1.0004
C -1.90672 3.08235 -0.44233 -0.7303
O 1.51468 2.46204 -0.51261 -0.5493
Ga 1.09801 -2.08837 4.82656 0.3394
H 3.37893 -1.00970 5.71020 0.2125
H -0.92150 2.68898 -0.69756 0.2676
O 3.71702 1.26592 4.03377 -0.7243
H 2.65878 -4.40630 3.38429 0.4984
H -1.51526 -2.46748 -4.16913 0.2161
C -2.93331 2.61690 -1.44121 0.6055
H -2.23581 -1.32454 4.69720 0.3766
F 4.73702 -0.30097 2.12325 -0.3460
B -0.65290 -1.71990 5.97308 0.6642
H -1.18213 -0.76749 -4.58218 0.2452
H -2.69649 4.11377 -2.96109 0.2198
H 2.28606 0.09328 3.13947 0.1922
C -1.07857 -1.53251 -3.81174 -0.7312
H -1.75563 2.63347 -3.23449 0.2362
O -2.72102 0.60145 -5.61803 -0.5488
C 2.69324 2.58151 -0.74063 0.6009
N 0.93929 -5.12180 6.09124 -1.3973
```

***

Entry from the Open Molecules 2025 dataset: a cluster of 2 separate species, F3H in total at a distorted geometry (ωB97M-V with the def2-TZVPD basis set).

Values from the calculation:
- total charge = 0
- energy above the lowest of the compared OMol25 structures with the same formula, charge and spin (eV) = 0.360

```
4
Properties=species:S:1:pos:R:3:nbo_charge:R:1
F -1.12765 -0.32296 -0.01774 -0.5460
F 2.04664 -0.36199 -0.00748 -0.0165
F 0.85160 0.33980 -0.01849 0.0043
H -1.77059 0.34516 0.04372 0.5581
```